1.
60
Properties=species:S:1:pos:R:3:nbo_charge:R:1 method="wB97M-V/def2-TZVPD" gap_ha=0.303 total_charge=+1 relative_energy_kj_mol=8.0 e_homo_ev=-10.919 energy_ha=-1537.27259
C -1.59206 2.46707 -4.36064 -0.61
C -0.66690 3.52801 -3.73890 -0.42
C 0.61812 2.95972 -3.13808 -0.41
C 0.59191 2.44372 -1.68774 -0.51
C 0.08175 3.46432 -0.64716 -0.62
P -0.14309 0.79943 -1.38998 0.89
P 0.62015 -0.60649 -2.94331 1.10
N 2.04173 -0.30433 -3.45619 -1.25
C -1.92585 0.69403 -0.95204 -0.50
C -2.76854 1.90914 -1.37546 -0.62
C -2.52954 -0.61643 -1.50109 -0.40
C -1.99122 -1.89579 -0.83648 -0.64
H -1.59203 2.52587 -5.44775 0.24
H -2.62444 2.56576 -4.02545 0.22
H -1.27357 1.44968 -4.10472 0.17
H -0.35230 4.21671 -4.52339 0.24
H -1.21739 4.14684 -3.02696 0.20
H 1.39682 3.72697 -3.15291 0.24
H 0.97621 2.16351 -3.79619 0.23
H 1.63694 2.24515 -1.42366 0.26
H 0.91889 4.08217 -0.32299 0.24
H -0.66804 4.13009 -1.06768 0.23
H -0.33101 2.99826 0.25016 0.22
H 0.53504 0.32660 -0.25445 0.09
H 0.45766 -1.81913 -2.25592 -0.03
H -0.41234 -0.65137 -3.89444 -0.04
H 2.53896 0.50000 -3.10522 0.40
H -1.92037 0.58082 0.13601 0.26
H -3.39074 2.22366 -0.53806 0.24
H -3.43854 1.63254 -2.18887 0.23
H -2.18694 2.77313 -1.68630 0.22
H -2.43111 -0.64300 -2.58989 0.21
H -3.60164 -0.53444 -1.31393 0.24
H -1.17444 -1.69154 -0.13744 0.21
H -1.64353 -2.62615 -1.56674 0.22
H -2.77675 -2.39445 -0.27083 0.24
C 1.28006 0.93622 2.61065 -0.25
O 1.07182 -0.20353 1.79069 -0.58
C 2.26422 -0.94166 1.50116 -0.07
C 2.24402 -2.29974 2.16252 -0.24
N 2.33913 -2.17333 3.60344 -0.62
C 2.19148 -3.42194 4.34454 -0.25
C 0.85239 -4.14176 4.26091 -0.08
O -0.21767 -3.43590 4.86034 -0.54
C -0.89824 -2.52214 4.03311 -0.24
H 0.32870 1.46261 2.67941 0.19
H 1.60140 0.66335 3.61852 0.19
H 2.03164 1.60559 2.17951 0.17
H 3.14074 -0.37173 1.81995 0.19
H 2.32331 -1.07886 0.41437 0.17
H 3.10518 -2.86801 1.79790 0.21
H 1.33690 -2.82783 1.82811 0.16
H 1.64193 -1.51477 3.92679 0.35
H 2.38916 -3.20387 5.39559 0.21
H 2.97311 -4.11278 4.01271 0.20
H 0.94795 -5.07587 4.81798 0.20
H 0.58966 -4.40961 3.22903 0.16
H -0.90980 -2.86049 2.99016 0.16
H -0.46338 -1.51674 4.06653 0.15
H -1.92553 -2.45725 4.39079 0.20

***

2.
14
Properties=species:S:1:pos:R:3:nbo_charge:R:1 method="wB97M-V/def2-TZVPD" gap_ha="0.253 / 0.249" relative_energy_kj_mol=649.4 e_homo_ev="-7.257 / -7.199" energy_ha=-361.63352
C -1.06634 1.32513 -0.38590 -0.31
C 0.24529 -0.64076 -0.46647 -0.06
C 1.25032 -1.35002 -1.22724 -0.11
O 1.46861 0.01008 -0.80250 -0.53
C -0.21186 -0.74624 0.87654 0.59
O -0.74994 -1.65367 1.47743 -0.57
N -0.27373 0.62258 1.41530 -0.78
H -0.29162 1.52768 -1.11951 0.22
H -1.91891 0.75400 -0.73664 0.21
H -1.33820 2.18738 0.21567 0.17
H 1.91288 -2.08073 -0.75913 0.18
H 1.12456 -1.47829 -2.30316 0.18
H -0.87254 0.67591 2.23507 0.40
H 0.65051 1.01253 1.59125 0.41

***

3.
23
Properties=species:S:1:pos:R:3:nbo_charge:R:1 method="wB97M-V/def2-TZVPD" gap_ha=0.441 total_charge=+2 relative_energy_kj_mol=292.7 e_homo_ev=-19.671 energy_ha=-346.04181
C -2.19415 -0.63328 -1.15438 -0.60
C -1.24246 -0.02604 0.09133 0.13
C -0.46572 1.13110 -0.51152 -0.51
C 0.54772 0.10985 -1.05834 -0.23
N 1.59601 0.14255 0.09040 -0.73
N -2.60800 0.76082 1.44152 -0.83
H -2.63602 0.20902 -1.65236 0.25
H -2.85538 -1.38987 -0.76565 0.26
H -1.51383 -1.10624 -1.84376 0.24
H -0.81951 -0.49042 1.02888 0.23
H -1.13768 1.44162 -1.37867 0.27
H 0.07748 1.89592 -0.00428 0.26
H 1.04657 0.53329 -1.96115 0.28
H 0.23175 -0.91584 -1.25943 0.26
H 2.24908 0.91578 -0.14271 0.46
H 2.29558 -0.73512 0.00928 0.50
H 1.17027 0.19241 1.00663 0.42
H -3.35286 1.13983 0.87845 0.43
H -2.85090 -0.04189 2.08411 0.44
H -2.12447 1.40761 1.98386 0.41
H 4.58842 -1.25939 0.40964 0.53
H 3.55794 -1.77495 1.46966 0.52
O 3.66064 -1.22938 0.65144 -0.98

***

4.
49
Properties=species:S:1:pos:R:3:nbo_charge:R:1 method="wB97M-V/def2-TZVPD" gap_ha=0.327 relative_energy_kj_mol=45.6 e_homo_ev=-8.415 smiles="Cc1cccc(C)c1NC(=O)CSc1nnc(C)n1C[C@H]1CCCO1" energy_ha=-1468.02719
C 1.10848 1.51096 0.39009 -0.64
C 2.59075 1.42255 0.18498 -0.03
C 3.36173 2.56977 0.08488 -0.21
C 4.72755 2.48674 -0.11813 -0.21
C 5.33593 1.25010 -0.20953 -0.21
C 4.59805 0.07791 -0.10301 -0.02
C 5.27846 -1.25222 -0.17072 -0.64
C 3.21795 0.17689 0.08181 0.19
N 2.42175 -0.98810 0.19973 -0.67
C 2.31054 -1.93772 -0.74715 0.67
O 2.89990 -1.95461 -1.80666 -0.62
C 1.33344 -3.05248 -0.36587 -0.60
S -0.38893 -2.57535 -0.72452 0.27
C -0.75084 -1.68137 0.71929 0.19
N 0.07045 -1.41771 1.70219 -0.38
N -0.61179 -0.70218 2.61806 -0.29
C -1.82814 -0.53706 2.19171 0.35
C -2.89808 0.21213 2.88129 -0.67
N -1.98450 -1.15845 0.97689 -0.38
C -3.11574 -1.16891 0.09501 -0.23
C -3.03854 -0.00968 -0.91325 0.09
C -4.12239 -0.10693 -1.99659 -0.43
C -4.53531 1.35117 -2.18570 -0.43
C -4.36033 1.89113 -0.76919 -0.06
O -3.21712 1.23515 -0.25091 -0.54
H 0.77097 2.54080 0.30810 0.22
H 0.83329 1.13936 1.37752 0.23
H 0.58143 0.91444 -0.35472 0.21
H 2.88466 3.53632 0.15946 0.20
H 5.31716 3.38780 -0.20079 0.21
H 6.40400 1.18591 -0.35853 0.21
H 4.91126 -1.91252 0.61421 0.22
H 6.35428 -1.13784 -0.06564 0.21
H 5.06665 -1.72792 -1.12822 0.25
H 1.75161 -1.01482 0.97254 0.45
H 1.52295 -3.92329 -0.99225 0.26
H 1.38477 -3.30666 0.69116 0.25
H -2.49438 0.63066 3.79766 0.25
H -3.73331 -0.44450 3.12450 0.22
H -3.25212 1.01405 2.23532 0.25
H -3.12113 -2.11840 -0.44830 0.22
H -4.02608 -1.07706 0.69209 0.22
H -2.03391 -0.00716 -1.35885 0.19
H -3.74475 -0.56721 -2.90555 0.23
H -4.96538 -0.69363 -1.62752 0.20
H -5.55164 1.46447 -2.55372 0.22
H -3.84778 1.85523 -2.86486 0.21
H -4.17495 2.96523 -0.72530 0.20
H -5.24087 1.65501 -0.15302 0.16

***

5.
106
Properties=species:S:1:pos:R:3:mulliken_charge:R:1 method="wB97M-V/def2-TZVPD" gap_ha=0.369 relative_energy_kj_mol=86.1 e_homo_ev=-9.678 energy_ha=-2306.18997
C -22.30349 3.19049 2.94873 -0.53
O -22.79653 1.90587 3.19422 -0.51
H -22.10140 3.34643 1.92139 0.17
H -22.95470 3.99937 3.37771 0.29
H -21.29696 3.26570 3.35393 0.19
H -22.52561 1.50865 4.03827 0.34
C -15.74302 -2.61753 3.00066 0.40
O -14.80866 -3.02439 1.94607 -0.58
H -15.73714 -3.38824 3.79833 0.25
H -15.52343 -1.65710 3.44190 0.38
H -16.66298 -2.49174 2.59146 -0.66
H -14.94250 -2.41535 1.22458 0.34
C -18.17035 0.63711 -4.20376 -0.94
O -17.77131 0.04411 -2.97685 -0.15
H -19.23554 0.33996 -4.49784 0.17
H -18.04332 1.71124 -4.12064 0.36
H -17.50522 0.32860 -4.99446 0.34
H -17.98138 0.68457 -2.27176 0.27
C -17.20664 2.73665 3.32972 -0.65
O -17.68527 2.60369 1.94316 -0.49
H -18.07683 2.91758 3.99566 0.24
H -16.64285 1.80365 3.69281 0.17
H -16.53959 3.58910 3.37860 0.27
H -18.36232 1.95851 1.84477 0.26
C -17.58720 -4.88368 0.64882 0.27
O -18.77400 -5.15655 -0.25053 -0.62
H -18.06571 -4.40582 1.53949 -0.45
H -17.15475 -5.85501 0.90450 0.46
H -16.86745 -4.17216 0.27424 -0.10
H -19.43199 -4.50642 0.02455 0.21
C -22.33384 -0.45463 6.68328 -0.71
O -22.13678 -0.30334 5.26459 -0.38
H -21.91738 0.38627 7.21191 0.26
H -23.39987 -0.60138 6.83794 0.30
H -21.81517 -1.34775 7.04421 0.25
H -22.11680 -1.16620 4.84017 0.34
C -18.91341 -3.10114 -3.57587 -0.49
C -17.71326 -3.97414 -3.99798 -0.72
O -16.72165 -3.10794 -4.59976 -0.55
O -18.63149 -2.31005 -2.48427 -0.13
H -19.62896 -3.81444 -3.24185 0.30
H -19.23530 -2.63969 -4.53979 0.32
H -18.04782 -4.70165 -4.73807 0.43
H -17.17958 -4.45918 -3.16160 0.29
H -15.93346 -3.63488 -4.81433 0.30
H -18.18161 -1.43498 -2.79991 -0.06
C -22.44981 0.32854 -1.59473 -0.37
C -22.97431 0.90678 -0.30093 -0.49
O -22.16891 0.36761 0.78031 -0.34
O -21.33477 1.10002 -2.03074 -0.39
H -23.20591 0.55499 -2.35017 0.46
H -22.23983 -0.71242 -1.56143 0.02
H -24.00409 0.52372 -0.15426 0.39
H -23.01475 1.99633 -0.36141 0.33
H -22.66314 0.62133 1.61198 0.11
H -20.50208 0.78762 -1.57162 0.13
C -18.56958 3.11646 -1.19664 -0.62
C -19.88577 3.86463 -1.13203 -0.15
O -20.64773 3.77185 -2.31703 -0.62
O -18.66680 1.69234 -1.13911 0.06
H -17.90394 3.50776 -0.47033 0.46
H -18.06253 3.30931 -2.17483 0.27
H -19.48040 4.88283 -0.97975 0.42
H -20.46947 3.55617 -0.26855 -0.12
H -21.14159 2.93952 -2.29954 0.46
H -18.89627 1.47712 -0.20757 -0.10
C -22.23380 -4.00047 -0.58468 -0.50
C -22.32693 -3.33230 0.74427 0.28
O -22.93654 -4.08661 1.74939 -0.56
O -23.54600 -4.40641 -0.99091 -0.56
H -21.45802 -4.78764 -0.50183 0.52
H -21.86323 -3.40195 -1.42043 0.00
H -22.81870 -2.36737 0.63885 0.20
H -21.41493 -2.92768 1.15391 -0.39
H -23.85703 -4.16615 1.43464 0.35
H -23.46564 -5.27353 -1.40854 0.36
C -19.53592 -0.51411 1.93821 -0.59
C -18.87489 -1.44725 0.90292 1.98
O -19.80122 -1.81310 -0.05782 1.18
O -19.72535 0.81960 1.35147 0.20
H -18.89354 -0.22810 2.75066 0.40
H -20.49695 -0.98589 2.20608 0.10
H -18.46658 -2.40568 1.42230 -1.69
H -17.94568 -1.01877 0.41808 -0.33
H -19.33888 -2.00740 -0.88224 -0.20
H -20.70955 0.85388 1.13905 -0.02
C -15.05347 -2.39471 -1.41887 0.38
C -14.13353 -1.57913 -2.30661 -0.75
O -14.68187 -0.34294 -2.66601 -0.56
O -15.44987 -1.46172 -0.39704 -0.46
H -14.57482 -3.23253 -0.90549 0.47
H -15.90779 -2.76147 -2.02494 -0.34
H -13.84338 -2.14724 -3.22106 0.27
H -13.25856 -1.32964 -1.68406 0.38
H -15.39062 -0.45638 -3.32011 0.26
H -15.70224 -0.60379 -0.70701 0.24
C -21.38272 -4.40165 4.61527 -0.69
C -19.99562 -4.58188 3.92264 0.23
O -19.17342 -3.46822 4.13858 -0.49
O -21.98818 -3.08801 4.26880 -0.51
H -21.47105 -4.51511 5.73540 0.26
H -22.08347 -5.13948 4.22867 0.33
H -20.21121 -4.69144 2.83847 -0.08
H -19.35836 -5.37423 4.28359 0.38
H -19.75835 -2.66433 4.26469 0.28
H -22.56519 -3.27831 3.48922 0.29

***

6.
71
Properties=species:S:1:pos:R:3:mulliken_charge:R:1 method="wB97M-V/def2-TZVPD" gap_ha="0.255 / 0.139" total_charge=+2 spin_multiplicity=5 s2=6.024 e_homo_ev="-12.299 / -12.302" energy_ha=-1717.62185
Rh 0.27376 1.36757 -0.83908 0.17
C -0.11564 3.45717 -3.54498 -0.89
O -0.22894 3.36527 -2.13538 -0.18
C -0.01154 4.60087 -1.47088 -0.43
C -0.61294 4.48947 -0.06818 -0.66
O -0.13934 3.35717 0.64452 0.06
C 0.87476 3.58027 1.61002 -0.82
C 2.28646 3.33037 1.07532 -0.39
O 2.37056 1.97167 0.66832 0.18
C 3.65716 1.40887 0.84402 -1.05
H -0.86154 4.15487 -3.93618 0.35
H -0.30544 2.46097 -3.94288 0.23
H 0.88206 3.78917 -3.84548 0.34
H -0.52394 5.41207 -2.00298 0.46
H 1.06396 4.82887 -1.44258 0.23
H -1.69474 4.34367 -0.16838 0.30
H -0.42504 5.41247 0.48862 0.43
H 0.68546 2.85937 2.41302 0.23
H 0.80876 4.59467 2.01622 0.50
H 3.00376 3.53427 1.87932 0.49
H 2.51536 3.99297 0.22822 0.19
H 3.97916 1.50077 1.88372 0.38
H 4.40286 1.89047 0.20312 0.40
H 3.58996 0.35167 0.59732 0.28
N 2.34266 1.04387 -2.02798 0.18
C 2.39896 0.69207 -3.38388 -0.07
C 3.31386 1.30927 -4.23288 -0.53
C 3.47676 0.86377 -5.52958 -0.78
C 2.71166 -0.20183 -5.99698 -0.77
C 1.76356 -0.78493 -5.18118 -1.00
C 1.56906 -0.33733 -3.87218 1.06
C 0.43446 -0.84783 -3.10388 0.48
C 0.02206 -2.17903 -3.25428 -0.78
C -1.19784 -2.59903 -2.76828 -0.80
C -2.05634 -1.69853 -2.14248 -0.74
C -1.65044 -0.38963 -1.94428 -0.58
C -0.37574 0.01767 -2.33708 1.08
H 3.00356 1.78347 -1.80238 0.07
H 2.47436 0.23667 -1.41918 0.29
H 3.93136 2.11187 -3.85808 0.45
H 4.20916 1.32477 -6.17368 0.44
H 2.85056 -0.56733 -7.00108 0.43
H 1.13126 -1.56903 -5.56528 0.55
H 0.67256 -2.87573 -3.76538 0.65
H -1.50944 -3.62283 -2.91068 0.47
H -3.03284 -2.01683 -1.81668 0.49
H -2.33144 0.31957 -1.48158 0.52
N -2.93664 -2.41783 4.37492 0.03
C -3.14654 -3.59163 5.05162 0.69
C -3.95274 -3.93403 6.11792 -0.95
C -3.88864 -5.25843 6.55092 -0.44
C -3.02934 -6.19193 5.96362 -0.49
C -2.20024 -5.85503 4.91702 -0.79
C -2.25734 -4.53103 4.44952 0.62
N -1.55934 -3.92103 3.47522 -0.56
C -1.97884 -2.66193 3.43492 -0.32
C -1.41884 -1.69603 2.53292 0.98
C -0.35154 -2.08603 1.70512 -0.84
C 0.26606 -1.14963 0.91192 -0.49
N -0.10714 0.13927 0.88072 0.21
C -1.15894 0.50827 1.62532 -0.54
C -1.83754 -0.35953 2.45132 -0.94
H -3.40334 -1.54393 4.55672 0.18
H -4.58764 -3.21323 6.61052 0.39
H -4.51614 -5.56633 7.37102 0.40
H -3.01884 -7.20103 6.34342 0.40
H -1.53184 -6.56463 4.45572 0.45
H -0.01484 -3.10923 1.73492 0.59
H 1.10876 -1.42683 0.29212 0.54
H -1.44154 1.55347 1.56982 0.61
H -2.66374 0.01037 3.03722 0.38